Density functional theory data (the ωB97M-V functional and the def2-TZVPD basis) for a 2-piece molecular cluster, C23H15F3N3O3S2 overall at a distorted geometry.

Each line ends with the natural charge from an NBO analysis.
Cartesian coordinates (Å):
C: -0.4211 -1.4173 -4.2470  -0.273
C: -0.4576 -0.1390 -3.6860  -0.240
C: -0.4204 0.0067 -2.3002  -0.188
C: -0.2264 -1.1002 -1.4391  -0.027
C: 0.0951 -0.9234 -0.0060  0.000
N: 0.7984 -1.8541 0.5826  -0.382
C: 1.2727 -2.1571 1.7558  -0.315
C: 1.4201 -3.5374 2.0751  0.282
N: 1.5673 -4.6678 2.3559  -0.478
C: -0.4136 0.2571 0.7103  -0.047
C: -1.6887 0.7671 0.3612  -0.221
C: -2.2418 1.8216 1.0854  -0.226
C: -1.5372 2.3586 2.1717  -0.261
C: -0.3582 1.7470 2.6210  -0.206
C: 0.2739 0.7876 1.8218  -0.220
C: -0.2649 -2.3854 -2.0083  -0.222
C: -0.3557 -2.5313 -3.3947  -0.224
H: -0.4195 -1.5437 -5.3329  0.200
H: -0.4762 0.7356 -4.3448  0.201
H: -0.5445 1.0069 -1.8905  0.209
H: 1.4460 -1.4462 2.5712  0.187
H: -2.2217 0.3197 -0.4843  0.214
H: -3.2209 2.1969 0.7745  0.200
H: -1.9296 3.2460 2.6711  0.199
H: 0.0818 2.0195 3.5864  0.205
H: 1.2885 0.4444 2.0433  0.217
H: -0.2453 -3.2544 -1.3472  0.232
H: -0.3378 -3.5357 -3.8147  0.200
F: 8.8604 1.8447 2.1571  -0.328
C: 8.1828 0.6573 2.0949  0.829
F: 7.9498 0.3733 0.7900  -0.312
F: 8.9835 -0.3169 2.6146  -0.320
S: 6.6226 0.8561 3.0694  0.434
N: 5.5654 0.0711 1.9631  -0.860
C: 4.9716 0.6938 0.8376  0.682
O: 4.9772 1.8965 0.6284  -0.532
C: 4.3590 -0.4173 0.0695  -0.180
C: 4.3756 -1.6133 0.7594  -0.227
C: 3.9304 -2.8051 0.2034  -0.194
C: 3.2305 -2.7452 -1.0031  -0.141
C: 3.1108 -1.5225 -1.6722  -0.181
C: 3.7363 -0.3782 -1.1875  -0.155
S: 4.8797 -1.4267 2.4361  2.298
O: 5.9241 -2.3168 2.8375  -0.898
O: 3.7688 -1.2039 3.3273  -0.881
H: 4.1085 -3.7430 0.7253  0.250
H: 2.7510 -3.6332 -1.4078  0.233
H: 2.5054 -1.4927 -2.5820  0.239
H: 3.7188 0.5634 -1.7273  0.233

For the LUMO energy, the calculation gives 1.9299 eV. For the energy relative to the best compared isomer or geometry (same formula, charge and spin), the calculation gives 0.0 kcal/mol. The calculation puts the orbital gap at 4.97 eV. As for the charge: -1. The value obtained for the HOMO energy is -0.112 Eh.

Density functional theory data (the ωB97M-V functional and the def2-TZVPD basis) for C16H11Br4O2SZr as an isolated structure at a distorted geometry.

Each line ends with the natural charge from an NBO analysis.
Cartesian coordinates (Å):
Zr: 1.5845 -0.2545 -0.8298  2.192
Br: 0.6557 5.1324 2.8493  0.163
C: 1.1796 3.4144 2.2967  -0.135
C: 1.2751 2.3726 3.2245  -0.142
Br: 0.9082 2.6759 5.0392  0.165
C: 1.6015 1.0872 2.7927  -0.128
Br: 1.6460 -0.4019 3.9380  0.149
C: 1.8707 0.8497 1.4502  0.153
O: 2.1958 -0.3741 0.9645  -0.765
C: 1.7839 1.9014 0.5086  0.221
O: 2.0221 1.5871 -0.7825  -0.754
C: 1.4233 3.1725 0.9431  -0.162
Br: 1.2428 4.5024 -0.3708  0.153
C: 4.6037 -0.5137 -1.2637  -0.745
S: 3.3955 -1.6599 -2.0437  0.272
C: 3.0877 -2.8533 -0.6739  -0.767
H: 5.5939 -0.9717 -1.2839  0.269
H: 4.3035 -0.2823 -0.2314  0.249
H: 4.6196 0.3932 -1.8793  0.264
H: 3.1963 -2.3763 0.3107  0.267
H: 3.7894 -3.6841 -0.7535  0.277
H: 2.0667 -3.2452 -0.7942  0.260
C: -0.4702 -0.8193 -0.9711  -0.726
C: -1.6900 -0.8764 -1.0231  0.175
C: -3.1055 -0.8791 -1.0572  -0.122
C: -3.7467 0.3448 -0.8357  -0.169
C: -5.1244 0.4069 -0.8119  -0.206
C: -5.8766 -0.7407 -1.0141  -0.165
C: -5.2457 -1.9540 -1.2475  -0.204
C: -3.8649 -2.0310 -1.2720  -0.172
H: -3.1511 1.2347 -0.6844  0.223
H: -5.6106 1.3533 -0.6326  0.229
H: -6.9543 -0.6874 -0.9962  0.228
H: -5.8309 -2.8474 -1.4081  0.229
H: -3.3735 -2.9751 -1.4563  0.225

For the LUMO energy, the calculation gives -3.9756 eV. For the energy relative to the best compared isomer or geometry (same formula, charge and spin), the calculation gives 7.1 kcal/mol. The calculation puts the orbital gap at 7.61 eV. As for the charge: +1. The value obtained for the HOMO energy is -0.426 Eh.

Density functional theory data (the ωB97M-V functional and the def2-TZVPD basis) for C5H11CeO as an isolated structure at a distorted geometry.

Each line ends with the Löwdin spin population.
Cartesian coordinates (Å):
C: 2.0906 -0.4189 0.3465  -0.214
C: 1.1669 -0.3099 -0.8633  -0.031
O: 0.3569 0.7902 -0.8610  -0.003
C: -0.3080 1.2669 0.3649  -0.002
C: -1.7112 0.7034 0.6034  -0.001
C: -2.0553 -0.6228 -0.0774  -0.001
H: 2.7821 -1.2280 0.1576  -0.005
H: 1.7271 -0.5892 1.3592  -0.012
H: 1.7757 -0.2132 -1.8243  -0.003
H: 0.6414 -1.2750 -0.9760  -0.012
H: 0.3770 1.1026 1.2043  -0.001
H: -0.3315 2.3428 0.1939  0.000
H: -2.4235 1.4662 0.2803  0.000
H: -1.8499 0.5996 1.6843  0.000
H: -1.2027 -1.3096 -0.1205  0.000
H: -2.4138 -0.4881 -1.0995  0.000
H: -2.8348 -1.1460 0.4788  0.000
Ce: 4.2133 -0.6710 -0.8513  1.286

For the LUMO energy (alpha / beta), the calculation gives -10.4351 / -10.2186 eV. The spin multiplicity is 2. The expectation value of S² is 0.912. The calculation puts the orbital gap (alpha / beta) at 6.17 / 6.39 eV. As for the charge: +2. The value obtained for the HOMO energy (alpha / beta) is -0.610 / -0.610 Eh.

Density functional theory data (the ωB97M-V functional and the def2-TZVPD basis) for a single C2H2N2O2 molecule at a distorted geometry.

Each line ends with the natural charge from an NBO analysis.
Cartesian coordinates (Å):
N: 2.8187 -0.3461 -0.0705  -0.255
C: 1.7900 0.2281 -0.1169  0.161
C: 0.3340 0.6550 -0.0782  0.583
O: 0.0449 1.8123 -0.0331  -0.483
N: -0.5308 -0.4723 0.1108  -0.348
O: -1.8401 -0.1649 -0.2665  -0.528
H: -0.3271 -1.3925 -0.2113  0.388
H: -2.2896 -0.3195 0.6658  0.480

For the LUMO energy, the calculation gives -0.0173 eV. For the energy relative to the best compared isomer or geometry (same formula, charge and spin), the calculation gives 67.8 kcal/mol. Its SMILES is N#CC(=O)NO. The calculation puts the orbital gap at 11.13 eV. The value obtained for the HOMO energy is -0.410 Eh.

Density functional theory data (the ωB97M-V functional and the def2-TZVPD basis) for a single C23H23F6N3O2 molecule at a distorted geometry.

Each line ends with the natural charge from an NBO analysis.
Cartesian coordinates (Å):
C: -4.1768 -2.5506 -0.6740  -0.609
C: -4.8882 -2.9796 0.6049  -0.396
C: -4.0750 -2.7278 1.8762  -0.407
C: -4.0354 -1.2673 2.3289  -0.217
N: -3.2017 -0.4549 1.4804  -0.143
N: -1.9508 -0.8169 1.2358  -0.312
C: -1.4377 0.1508 0.4689  0.184
C: -0.1480 0.2456 -0.0728  -0.202
C: 0.1535 1.3524 -0.8306  -0.137
C: 1.4952 1.5673 -1.4346  0.669
O: 1.9602 2.6713 -1.6455  -0.628
N: 2.1635 0.4340 -1.7814  -0.608
C: 3.5030 0.4866 -2.3255  -0.254
C: 4.5334 0.3328 -1.2365  -0.050
C: 5.2658 -0.8360 -1.0926  -0.120
C: 6.1746 -0.9662 -0.0495  -0.162
C: 6.9522 -2.2502 0.0575  0.973
F: 7.6998 -2.3299 1.1617  -0.317
F: 6.1430 -3.3250 0.0605  -0.325
F: 7.7852 -2.4183 -0.9856  -0.324
C: 6.3655 0.0579 0.8638  -0.159
C: 5.6272 1.2241 0.7126  -0.149
C: 5.7874 2.3490 1.7015  0.972
F: 5.7989 3.5509 1.1110  -0.318
F: 4.7800 2.3720 2.5932  -0.322
F: 6.9188 2.2599 2.4137  -0.322
C: 4.7165 1.3664 -0.3230  -0.112
C: -0.7995 2.3834 -1.0327  -0.211
C: -2.0617 2.3133 -0.5214  -0.166
C: -2.4079 1.1778 0.2310  -0.206
C: -3.5405 0.7282 0.9182  0.445
O: -4.7614 1.2786 1.1248  -0.507
C: -5.7515 1.0411 0.1210  -0.055
C: -5.4445 1.7097 -1.2110  -0.644
H: -4.7571 -2.8499 -1.5444  0.209
H: -4.0364 -1.4742 -0.7185  0.197
H: -3.1975 -3.0191 -0.7351  0.211
H: -5.8537 -2.4720 0.6827  0.188
H: -5.0910 -4.0510 0.5404  0.207
H: -3.0477 -3.0623 1.7264  0.227
H: -4.5091 -3.3087 2.6918  0.212
H: -5.0333 -0.8226 2.3375  0.218
H: -3.6249 -1.2237 3.3434  0.217
H: 0.5699 -0.5271 0.1569  0.213
H: 1.7811 -0.4654 -1.5417  0.400
H: 3.6059 1.4730 -2.7889  0.248
H: 3.6186 -0.2918 -3.0826  0.207
H: 5.1377 -1.6510 -1.7899  0.217
H: 7.0732 -0.0471 1.6715  0.249
H: 4.1474 2.2786 -0.4306  0.246
H: -0.4811 3.2399 -1.6069  0.237
H: -2.7745 3.1090 -0.6721  0.218
H: -6.6656 1.4537 0.5537  0.194
H: -5.8826 -0.0393 -0.0240  0.168
H: -4.5325 1.3057 -1.6454  0.219
H: -6.2669 1.5340 -1.8992  0.222
H: -5.3232 2.7810 -1.0740  0.214

For the LUMO energy, the calculation gives 0.2699 eV. For the energy relative to the best compared isomer or geometry (same formula, charge and spin), the calculation gives 0.2 kcal/mol. Its SMILES is CCCCn1nc2cc(C(=O)NCc3cc(C(F)(F)F)cc(C(F)(F)F)c3)ccc2c1OCC. The calculation puts the orbital gap at 8.44 eV. The value obtained for the HOMO energy is -0.300 Eh.

Which formula does entry 1 have?
C23H15F3N3O3S2